(1)
44
Properties=species:S:1:pos:R:3:forces:R:3:mulliken_charge:R:1 method="wB97M-V/def2-TZVPD" e_homo_ev=-9.957 e_tot_ev=-42468.72253 relative_energy_ev=0.000 charge=+1 fmax_ev_per_a=2.7
Mg 0.05938 -0.00017 -0.33254 -0.23 -0.93 2.48 0.34
P -2.46537 0.39381 -0.47536 -0.54 -0.01 -0.52 0.75
C -2.24554 0.84650 -2.24566 0.07 0.43 -0.46 -1.39
C -0.85708 1.25851 -2.73585 0.16 -0.05 -0.23 0.85
N 0.24814 0.93719 -2.03956 -0.15 -0.04 0.10 0.06
C 1.48049 1.38309 -2.33061 -0.42 -0.04 -0.54 0.85
C 1.64329 2.16514 -3.45772 0.11 -0.31 -0.11 -0.88
C 0.54306 2.40483 -4.27144 -0.05 -0.07 -0.37 -0.46
C -0.71754 1.92250 -3.94162 -0.30 0.51 0.58 -0.95
C 2.69193 1.03270 -1.48576 0.35 -0.04 0.17 -1.35
P 2.60245 -0.43784 -0.34100 0.13 -0.14 -0.64 0.84
H -1.63840 2.13058 -4.48952 0.56 0.06 -0.20 0.48
H 2.65812 2.46074 -3.69026 -0.21 0.36 -0.28 0.50
H 0.65872 2.95056 -5.19387 0.12 0.15 -0.10 0.44
H 3.51018 0.80597 -2.18683 -0.06 0.43 0.26 0.62
H 2.97307 1.89843 -0.85637 -0.13 -0.24 -0.38 0.38
H -2.53967 -0.02175 -2.81411 -0.15 -0.46 -0.39 0.48
H -2.98400 1.63185 -2.49181 0.47 -0.24 -0.11 0.58
H -1.75103 -2.97245 -2.98776 -0.28 -0.11 -0.08 0.27
O -2.10868 -2.81227 -3.87082 0.94 0.32 0.06 -0.60
H -1.29672 -2.62334 -4.37998 -0.65 -0.14 0.04 0.32
H -0.46080 -2.68320 0.82778 0.31 0.51 -0.73 0.26
O -0.16118 -2.37353 -0.05916 -0.67 -2.09 -0.47 -0.49
H -0.25836 -3.21462 -0.62286 0.32 1.96 1.14 0.27
C 3.11041 -1.74328 -1.50795 0.22 -0.27 -0.20 -1.31
H 3.91794 -1.38121 -2.15915 -0.19 -0.18 0.06 0.43
H 3.50650 -2.58912 -0.93076 -0.23 0.06 -0.19 0.40
H 2.25955 -2.08008 -2.11948 0.34 0.05 0.15 0.26
C 4.12841 -0.29534 0.65600 -0.04 0.20 0.22 -1.25
H 4.13689 -1.12306 1.37897 0.01 0.23 -0.21 0.39
H 5.03162 -0.35640 0.03358 -0.27 0.06 0.10 0.36
H 4.13131 0.64537 1.21950 0.01 -0.22 -0.10 0.38
C -3.44955 1.84271 0.05243 0.15 0.09 0.55 -1.43
H -4.37450 1.92421 -0.53386 0.26 -0.10 0.06 0.45
H -3.71076 1.72716 1.11049 0.01 0.12 -0.17 0.41
H -2.86672 2.76576 -0.05447 -0.07 -0.24 0.05 0.36
C -3.74716 -0.90103 -0.57624 -0.26 -0.03 0.08 -1.24
H -3.85286 -1.32448 0.43465 -0.08 0.01 -0.39 0.37
H -4.71181 -0.46976 -0.88140 0.23 -0.28 0.00 0.38
H -3.44586 -1.69302 -1.27981 -0.15 0.24 0.29 0.32
C 0.10542 1.35291 1.26057 0.34 -0.50 -0.37 -1.57
H -0.72961 1.25161 1.95157 0.09 0.19 0.22 0.39
H 0.04026 2.30040 0.72040 -0.03 0.37 0.25 0.34
H 1.06826 1.28380 1.76804 -0.07 0.35 0.37 0.36

---

(2)
43
Properties=species:S:1:pos:R:3:forces:R:3:mulliken_charge:R:1 method="wB97M-V/def2-TZVPD" e_homo_ev=-11.754 e_tot_ev=-30196.96894 relative_energy_ev=15.921 charge=+1 fmax_ev_per_a=18.3
C -1.23447 4.60203 -0.01949 -9.84 -3.59 -0.66 -0.92
H -1.50262 3.71795 0.67098 0.93 1.61 -0.63 0.22
H -1.79239 4.21950 -1.03355 0.42 1.09 2.17 0.23
H -1.68474 5.54010 0.29746 -0.19 -0.18 0.11 0.37
C -0.00969 4.77362 -0.44366 13.73 1.50 0.48 -0.25
H 0.38384 5.64349 -1.05518 -1.42 -1.03 0.26 0.31
H 0.79462 5.11327 0.68785 -1.86 -1.31 -2.99 0.21
O 0.61682 3.51170 -1.06832 -0.25 1.58 1.24 -0.35
C 2.02272 3.49954 -1.36218 1.14 1.21 4.48 -0.58
C 2.31451 2.09678 -1.85531 9.10 5.76 0.34 -0.76
H 3.58853 2.11023 -2.31049 -3.96 0.00 1.13 0.24
C 2.23414 1.00742 -1.05593 0.19 -3.18 9.07 -0.56
N 0.58209 0.91521 -0.50589 9.05 -1.41 -2.49 0.16
C 0.13828 -0.25089 -0.41054 -7.86 4.63 1.66 0.22
S -1.67019 -0.08654 -0.21034 1.11 -1.38 0.20 -0.44
N 0.76493 -1.34855 -0.43962 -6.35 -2.45 -11.09 0.26
C -0.13211 -2.46655 -1.09383 2.08 -0.78 -7.82 -0.84
H 0.69945 -2.96962 -1.78020 -1.37 1.07 1.03 0.45
C -0.64162 -3.62956 -0.30337 2.59 3.17 3.92 -0.31
N -0.86784 -2.72150 1.07290 -1.27 -2.54 -2.19 0.01
H -1.46369 -1.74681 0.56552 0.91 -0.64 1.03 0.12
C 0.47162 -2.29107 1.74807 -1.43 -7.06 -4.73 -0.92
H 0.18857 -1.59629 2.37720 -0.87 4.30 2.75 0.55
H 0.78983 -3.18163 2.37093 0.12 0.90 -0.87 0.35
C 1.35711 -2.02534 0.37943 6.76 1.31 16.98 -0.74
H 1.97604 -2.85771 0.37743 1.39 -1.14 -1.61 0.57
H 1.82214 -1.09857 1.17757 0.91 -2.38 -2.45 0.23
C -1.84033 -3.53126 1.79102 -3.68 9.30 1.00 -0.94
C -2.37484 -2.43851 3.09815 -2.49 -5.47 -3.16 -1.17
H -1.64857 -2.35772 3.83031 1.22 0.52 1.33 0.42
H -2.72782 -1.64773 2.53242 -0.20 2.23 -0.44 0.37
H -3.32588 -3.00360 3.41906 1.59 0.99 0.19 0.37
H -2.76314 -3.75637 1.26837 0.23 0.30 -0.62 0.42
H -1.59403 -4.27746 2.30567 3.18 -6.41 3.49 0.60
H -1.62952 -3.83344 -0.63183 -0.53 -1.08 -0.13 0.37
H 0.17147 -4.42886 -0.03983 -2.11 1.18 -0.73 0.31
H -0.86752 -2.09191 -2.00037 1.66 -0.46 2.98 0.32
H 0.49764 1.82536 -0.23508 -2.26 3.01 0.95 0.14
H 2.52669 0.01306 -1.36232 -0.31 0.08 -0.68 0.46
H 2.98549 1.20245 -0.01898 -2.44 -0.66 -2.55 0.26
H 1.71950 1.93640 -2.55038 -5.06 -1.05 -7.44 0.58
H 2.85048 3.75592 -0.21081 -2.62 -0.91 -3.00 0.24
H 2.29483 4.38414 -1.94509 0.05 -0.65 -0.52 0.43

---

Please write out number 1 again, unchanged.
44
Properties=species:S:1:pos:R:3:forces:R:3:mulliken_charge:R:1 method="wB97M-V/def2-TZVPD" e_homo_ev=-9.957 e_tot_ev=-42468.72253 relative_energy_ev=0.000 charge=+1 fmax_ev_per_a=2.7
Mg 0.05938 -0.00017 -0.33254 -0.23 -0.93 2.48 0.34
P -2.46537 0.39381 -0.47536 -0.54 -0.01 -0.52 0.75
C -2.24554 0.84650 -2.24566 0.07 0.43 -0.46 -1.39
C -0.85708 1.25851 -2.73585 0.16 -0.05 -0.23 0.85
N 0.24814 0.93719 -2.03956 -0.15 -0.04 0.10 0.06
C 1.48049 1.38309 -2.33061 -0.42 -0.04 -0.54 0.85
C 1.64329 2.16514 -3.45772 0.11 -0.31 -0.11 -0.88
C 0.54306 2.40483 -4.27144 -0.05 -0.07 -0.37 -0.46
C -0.71754 1.92250 -3.94162 -0.30 0.51 0.58 -0.95
C 2.69193 1.03270 -1.48576 0.35 -0.04 0.17 -1.35
P 2.60245 -0.43784 -0.34100 0.13 -0.14 -0.64 0.84
H -1.63840 2.13058 -4.48952 0.56 0.06 -0.20 0.48
H 2.65812 2.46074 -3.69026 -0.21 0.36 -0.28 0.50
H 0.65872 2.95056 -5.19387 0.12 0.15 -0.10 0.44
H 3.51018 0.80597 -2.18683 -0.06 0.43 0.26 0.62
H 2.97307 1.89843 -0.85637 -0.13 -0.24 -0.38 0.38
H -2.53967 -0.02175 -2.81411 -0.15 -0.46 -0.39 0.48
H -2.98400 1.63185 -2.49181 0.47 -0.24 -0.11 0.58
H -1.75103 -2.97245 -2.98776 -0.28 -0.11 -0.08 0.27
O -2.10868 -2.81227 -3.87082 0.94 0.32 0.06 -0.60
H -1.29672 -2.62334 -4.37998 -0.65 -0.14 0.04 0.32
H -0.46080 -2.68320 0.82778 0.31 0.51 -0.73 0.26
O -0.16118 -2.37353 -0.05916 -0.67 -2.09 -0.47 -0.49
H -0.25836 -3.21462 -0.62286 0.32 1.96 1.14 0.27
C 3.11041 -1.74328 -1.50795 0.22 -0.27 -0.20 -1.31
H 3.91794 -1.38121 -2.15915 -0.19 -0.18 0.06 0.43
H 3.50650 -2.58912 -0.93076 -0.23 0.06 -0.19 0.40
H 2.25955 -2.08008 -2.11948 0.34 0.05 0.15 0.26
C 4.12841 -0.29534 0.65600 -0.04 0.20 0.22 -1.25
H 4.13689 -1.12306 1.37897 0.01 0.23 -0.21 0.39
H 5.03162 -0.35640 0.03358 -0.27 0.06 0.10 0.36
H 4.13131 0.64537 1.21950 0.01 -0.22 -0.10 0.38
C -3.44955 1.84271 0.05243 0.15 0.09 0.55 -1.43
H -4.37450 1.92421 -0.53386 0.26 -0.10 0.06 0.45
H -3.71076 1.72716 1.11049 0.01 0.12 -0.17 0.41
H -2.86672 2.76576 -0.05447 -0.07 -0.24 0.05 0.36
C -3.74716 -0.90103 -0.57624 -0.26 -0.03 0.08 -1.24
H -3.85286 -1.32448 0.43465 -0.08 0.01 -0.39 0.37
H -4.71181 -0.46976 -0.88140 0.23 -0.28 0.00 0.38
H -3.44586 -1.69302 -1.27981 -0.15 0.24 0.29 0.32
C 0.10542 1.35291 1.26057 0.34 -0.50 -0.37 -1.57
H -0.72961 1.25161 1.95157 0.09 0.19 0.22 0.39
H 0.04026 2.30040 0.72040 -0.03 0.37 0.25 0.34
H 1.06826 1.28380 1.76804 -0.07 0.35 0.37 0.36